Molecular formula: C5H8O
Method: DFT, ωB97M-V/def2-TZVPD

Calculated values
Kohn-Sham gap   9.7318 eV
Charge   0
ΔE to the lowest compared entry with this formula, charge and spin   440.5 kJ/mol
Max |F|   3.54 eV/Å
HOMO level   -0.3204 hartree
E_LUMO   1.014 eV

Each line ends with the Löwdin charge.
CARTESIAN COORDINATES (ANGSTROEM)
C (1.45806, -0.42008, -0.62366)  -0.0371
C (0.19004, -0.01369, 0.08102)  -0.3570
C (-0.82378, -0.98765, 0.65900)  -0.0270
C (-1.23625, 0.04544, -0.33061)  -0.2815
O (-1.60572, 1.27248, 0.27272)  -0.0682
C (-0.24972, 1.55649, 0.59591)  -0.0629
H (1.27212, -1.27848, -1.28331)  0.0813
H (2.27867, -0.70919, 0.05276)  0.0811
H (1.81125, 0.40778, -1.24469)  0.0751
H (-0.76479, -1.99675, 0.23890)  0.1152
H (-1.18297, -0.95413, 1.68795)  0.1145
H (-1.62060, -0.16399, -1.31504)  0.1464
H (0.27213, 1.03734, 1.36599)  0.0989
H (0.20157, 2.20444, -0.15694)  0.1212